The following is a quantum chemistry calculation of a 11-piece molecular cluster, C28H64O11 overall in a non-equilibrium geometry, from the OMol25 dataset.

The geometry in XYZ format:
```
103
Properties=species:S:1:pos:R:3
C 2.639 -5.199 0.689
C 2.474 -4.954 2.202
C 1.875 -3.577 2.264
O 1.079 -3.581 1.108
C 1.768 -4.239 0.037
H 2.243 -6.191 0.360
H 3.646 -5.025 0.386
H 3.422 -5.056 2.780
H 1.737 -5.657 2.552
H 2.564 -2.760 2.237
H 1.362 -3.373 3.188
H 2.277 -3.484 -0.592
H 1.003 -4.694 -0.620
C -2.794 -4.125 0.133
C -2.926 -3.869 -1.381
C -3.384 -2.397 -1.385
O -3.069 -1.774 -0.085
C -2.401 -2.728 0.672
H -2.023 -4.802 0.435
H -3.667 -4.498 0.627
H -3.605 -4.707 -1.741
H -1.950 -3.984 -1.748
H -4.471 -2.350 -1.377
H -3.019 -1.667 -2.142
H -2.510 -2.656 1.706
H -1.332 -2.732 0.433
C 3.761 6.032 2.338
C 3.054 5.290 3.514
C 2.946 3.844 2.967
O 2.946 3.931 1.526
C 3.266 5.317 1.147
H 4.884 6.065 2.371
H 3.536 7.075 2.421
H 2.136 5.779 3.756
H 3.549 5.424 4.453
H 1.973 3.467 3.345
H 3.773 3.165 3.285
H 2.377 5.739 0.742
H 4.003 5.278 0.339
C 0.365 1.336 0.225
C 0.784 0.000 0.781
C 1.127 0.339 2.196
O 0.173 1.436 2.564
C -0.410 1.963 1.336
H -0.260 1.135 -0.643
H 1.215 1.965 -0.045
H 1.608 -0.390 0.280
H -0.075 -0.662 0.736
H 2.117 0.695 2.390
H 0.928 -0.513 2.887
H -0.293 3.004 1.363
H -1.458 1.760 1.203
C -0.840 -1.780 -4.224
C -0.201 -1.135 -3.002
C 0.617 -2.192 -2.332
O 0.228 -3.437 -2.941
C -0.039 -3.076 -4.321
H -0.762 -1.261 -5.132
H -1.893 -2.019 -4.009
H -0.937 -0.627 -2.334
H 0.469 -0.372 -3.389
H 0.403 -2.249 -1.292
H 1.699 -2.103 -2.482
H -0.536 -3.900 -4.850
H 0.927 -2.941 -4.784
C 5.095 -0.556 -2.020
C 4.841 0.861 -1.386
C 3.854 1.523 -2.385
O 3.425 0.445 -3.251
C 4.516 -0.407 -3.418
H 4.641 -1.333 -1.427
H 6.156 -0.766 -2.018
H 5.727 1.510 -1.199
H 4.333 0.726 -0.461
H 4.328 2.293 -2.949
H 2.911 1.904 -1.916
H 5.198 0.076 -4.185
H 4.175 -1.399 -3.811
C -3.070 3.310 -1.626
C -4.226 3.663 -0.690
C -5.303 2.713 -1.203
O -4.587 1.502 -1.585
C -3.165 1.764 -1.694
H -2.105 3.704 -1.462
H -3.241 3.765 -2.628
H -4.577 4.687 -0.744
H -3.864 3.539 0.301
H -5.868 3.038 -2.069
H -6.055 2.417 -0.499
H -2.811 1.421 -2.684
H -2.615 1.229 -0.907
O -4.534 0.625 1.079
H -4.117 -0.075 1.669
H -4.530 0.344 0.149
O -3.515 -1.322 3.048
H -3.032 -0.772 3.699
H -4.345 -1.438 3.545
O -4.982 2.418 3.201
H -4.589 1.838 2.508
H -5.758 1.916 3.322
O -2.164 0.798 4.278
H -2.811 1.451 4.439
H -1.437 1.288 3.856
```

## Properties
Structure (SMILES) = C1CCOC1.C1CCOC1.C1CCOC1.C1CCOC1.C1CCOC1.C1CCOC1.C1CCOC1.O.O.O.O
HOMO-LUMO gap = 9.53 eV
E_HOMO = -8.87 eV

---

The following is a quantum chemistry calculation of a 3-piece molecular cluster, C7H14 overall, from the OMol25 dataset.

The geometry in XYZ format:
```
21
Properties=species:S:1:pos:R:3
C 0.978 -1.364 -0.889
C 1.372 -0.851 0.321
C 1.457 0.656 0.538
C 0.315 1.471 -0.098
C -1.106 1.213 0.434
C -1.617 -0.205 0.204
C -1.373 -0.856 -0.979
H 1.045 -2.430 -1.085
H 0.967 -0.735 -1.767
H 1.939 -1.475 1.010
H 0.172 -1.044 1.222
H 1.481 0.864 1.616
H 2.407 1.029 0.132
H 0.543 2.532 0.062
H 0.327 1.335 -1.186
H -1.133 1.438 1.509
H -1.785 1.931 -0.046
H -0.664 -0.854 1.201
H -2.434 -0.544 0.840
H -1.850 -1.809 -1.192
H -1.041 -0.303 -1.847
```

## Properties
HOMO-LUMO gap = 9.71 eV
E_HOMO = -8.47 eV

---

The following is a quantum chemistry calculation of C27H44N5O4PSTcTe as an isolated structure, from the OMol25 dataset.

The geometry in XYZ format:
```
84
Properties=species:S:1:pos:R:3
Tc -1.750 -0.723 -0.221
C -1.430 -5.059 -0.286
C -1.237 -3.584 -0.381
N -2.219 -2.723 -0.315
C -3.547 -3.067 0.185
C -3.618 -2.423 1.568
N -3.204 -0.998 1.455
C -4.364 -0.075 1.243
C -4.041 1.029 0.247
N -3.529 0.352 -0.959
C -3.127 1.179 -2.128
C -1.628 1.424 -2.128
N -0.945 0.230 -1.630
C 0.481 0.081 -1.922
C 1.259 1.341 -2.228
C 1.034 -0.729 -0.735
C 2.337 -1.427 -0.957
C 2.418 -2.766 -0.970
C 1.240 -3.584 -0.821
C 0.071 -2.961 -0.511
N 0.000 -1.604 -0.295
H -2.190 -5.396 -0.990
H -1.756 -5.335 0.720
H -0.508 -5.594 -0.487
H -3.722 -4.141 0.246
H -4.297 -2.647 -0.489
H -2.908 -2.921 2.231
H -4.613 -2.510 2.011
H -2.733 -0.722 2.312
H -4.696 0.337 2.197
H -5.188 -0.676 0.852
H -3.269 1.700 0.625
H -4.941 1.612 0.032
H -4.264 -0.269 -1.284
H -3.688 2.115 -2.159
H -3.387 0.600 -3.015
H -1.348 2.260 -1.476
H -1.297 1.667 -3.139
H 0.939 1.803 -3.160
H 2.312 1.085 -2.352
H 1.171 2.066 -1.421
H 3.208 -0.805 -1.107
H 3.371 -3.246 -1.141
H 1.290 -4.648 -0.985
C 1.145 4.687 0.058
C 1.429 3.648 1.125
C 2.816 3.052 0.986
C 1.153 4.181 2.514
O 0.404 2.574 0.837
P 0.344 1.096 1.270
O 1.305 0.227 0.381
O -1.117 0.669 1.144
O 0.875 1.023 2.717
C 1.222 -0.150 3.582
C 0.162 -1.225 3.424
C 2.598 -0.634 3.167
C 1.222 0.433 4.979
H 1.830 5.524 0.183
H 0.127 5.064 0.143
H 1.295 4.276 -0.940
H 3.550 3.820 1.228
H 3.002 2.714 -0.033
H 2.973 2.222 1.674
H 1.791 5.049 2.685
H 1.369 3.442 3.281
H 0.116 4.502 2.604
H 0.119 -1.602 2.400
H -0.814 -0.843 3.725
H 0.413 -2.061 4.078
H 2.598 -1.028 2.152
H 2.912 -1.430 3.844
H 3.326 0.173 3.239
H 0.240 0.827 5.237
H 1.955 1.234 5.060
H 1.485 -0.342 5.697
Te 0.310 -1.185 -3.714
C 2.059 -0.635 -4.659
C 2.165 0.312 -5.648
C 3.486 0.439 -6.141
C 4.354 -0.412 -5.522
S 3.580 -1.369 -4.343
H 1.325 0.882 -6.014
H 3.777 1.123 -6.922
H 5.410 -0.524 -5.707
```

## Properties
Total charge = +2
HOMO-LUMO gap (spin up / spin down) = 6.36 / 6.48 eV
E_HOMO (spin up / spin down) = -12.93 / -13.00 eV
2S+1 = 2

---

So what do the calculations give for energy above the lowest of the compared OMol25 structures with the same formula, charge and spin? Going down the list: 4.40; 102.15; 24.04 kcal/mol.